C25H74FGaO11PS10 | the ωB97M-V functional and the def2-TZVPD basis

XYZ file:
```
123
Properties=species:S:1:pos:R:3:forces:R:3
S 4.71588 -9.08876 2.88708 -0.062 -0.057 -0.047
H -3.37147 -6.33458 -2.80872 0.008 0.011 0.021
O -0.95629 3.33051 4.17748 -0.049 -0.090 0.122
H -2.33919 5.62783 4.62504 0.001 0.064 -0.016
H 6.51617 -10.39381 2.00698 -0.007 0.036 0.007
H -2.01779 13.51329 1.36932 -0.001 -0.036 -0.009
H 1.71124 12.52339 1.72770 0.002 -0.023 0.003
H -2.59502 2.00407 2.17676 0.069 0.068 0.016
H 0.14603 -6.83632 -1.48916 -0.012 0.057 -0.017
H 4.15290 -4.37914 3.19243 -0.045 0.004 0.002
C -2.13867 1.34048 2.90996 -0.244 0.006 -0.076
H 4.61064 -6.08680 3.47905 -0.006 -0.029 0.049
H 4.36813 -5.00082 4.86137 -0.005 -0.007 0.007
C -0.30991 -2.38815 -5.22108 0.036 -0.044 0.052
S -0.39481 3.65252 -3.85865 -1.241 -0.496 0.374
H 0.61649 -4.17009 4.54604 0.002 -0.011 0.015
H 0.34825 3.90497 1.47307 -0.184 -0.153 -0.199
H -0.49983 1.66598 -2.54184 -0.266 -0.400 -0.717
H 1.50817 13.03668 0.01792 -0.041 -0.013 -0.014
H -3.42189 -10.56520 -5.45371 0.026 0.016 0.005
H -0.36842 3.14297 -1.53346 0.140 -3.028 -0.686
H -1.59045 -2.54484 -7.70973 -0.013 -0.010 0.028
O -1.43761 8.34814 5.50559 0.057 0.032 0.019
C 2.16693 5.73072 -0.14722 -0.719 -0.048 -0.338
O -0.70007 -1.49321 2.28612 0.152 -0.077 0.194
H -2.85447 5.94096 -0.83853 -0.146 0.059 -0.058
C -1.75669 -2.08824 -0.04555 -0.078 0.036 -0.091
O 5.69454 -8.10513 3.42569 0.047 0.005 -0.008
H -1.92559 2.72880 -2.28328 -0.064 0.041 -0.090
H -3.11740 -5.34411 -4.27268 0.030 0.033 0.026
S -1.44298 -10.82948 -4.18668 -0.020 -0.006 0.013
H -0.70925 8.90016 1.73756 0.038 0.047 -0.019
C 1.70092 -4.11689 4.47794 -0.042 0.035 -0.056
O -2.89444 -1.83817 -5.31218 -0.042 -0.138 -0.072
H -1.59795 -7.16536 -1.32269 -0.012 -0.016 0.008
H 3.58718 3.42267 -0.93811 0.105 0.039 0.227
S -1.12750 -5.54848 -3.01088 0.056 -0.019 -0.397
H -0.54580 -4.38708 2.53035 -0.018 -0.014 -0.014
H -1.04604 -13.15995 -3.83390 0.012 0.004 0.000
H 0.69855 8.23143 0.90432 -0.023 -0.066 0.008
C -3.03016 -11.36817 -4.83297 -0.043 -0.035 -0.018
C -1.38036 7.11004 7.82940 0.000 -0.029 0.076
F -0.35279 4.23953 -1.25418 1.254 8.146 4.176
H 2.11816 -3.91591 5.46438 0.004 -0.018 0.002
H -2.38766 4.99498 6.29271 0.008 -0.043 -0.050
H -1.58695 6.89985 -1.60047 -0.115 0.062 -0.103
H -1.86658 6.31145 8.39045 0.004 0.007 0.002
O 1.05425 3.42984 -4.11862 -0.845 -1.066 -1.994
H -0.28778 -2.40237 -4.13261 -0.025 -0.013 0.009
H -2.88918 -12.26427 -5.43717 0.003 0.008 -0.009
H -0.99792 0.81658 5.41860 -0.009 0.054 -0.030
H 3.07049 6.47253 -2.00439 -0.007 0.039 -0.039
C -1.42697 -1.49149 -7.48115 0.042 -0.033 -0.064
C 5.62893 -10.61116 2.60133 0.028 -0.052 -0.017
H -0.90231 1.61651 -5.01951 0.021 0.060 0.071
C -2.70299 -6.13161 -3.64502 -0.068 0.041 -0.064
C -0.93227 13.52363 1.29813 0.071 0.077 0.093
O 1.85933 -5.86337 2.48297 0.044 -0.045 -0.021
C -0.19555 0.86601 4.68015 -0.030 -0.173 -0.014
H 3.95170 -7.72542 1.11631 -0.033 -0.006 0.038
C -1.91669 5.71510 5.62323 0.045 0.151 -0.039
S -1.59587 -1.23339 -5.70880 0.018 0.070 0.066
H 1.85024 11.32948 0.41292 -0.033 -0.022 0.004
H 1.34383 6.09170 -2.09175 0.066 0.260 -0.182
H -1.92373 0.37410 2.45919 0.089 0.001 0.036
S -1.65650 -2.47584 1.69510 -0.071 -0.078 -0.127
H -2.53789 -7.03679 -4.22982 0.018 -0.014 0.037
C -1.26741 2.64224 -5.07085 0.003 0.014 -0.198
S -0.40951 11.86176 0.83794 -0.103 0.004 -0.073
H -1.95091 -12.41636 -2.47369 -0.010 0.035 -0.007
C 1.34669 12.23666 0.74092 0.072 0.020 0.032
H 1.98520 -3.33729 3.77105 -0.020 -0.015 -0.024
S -0.59730 2.09362 3.42531 0.105 0.087 0.122
C -2.25720 6.84698 -0.74029 0.580 -0.103 0.113
H -2.32935 -2.85572 -0.56506 0.046 0.005 0.004
H -2.18165 -0.88291 -7.97497 -0.007 0.013 0.030
H -2.33919 2.67227 -4.87156 0.022 0.010 0.045
H 3.85778 -9.45060 0.68767 -0.015 0.007 0.010
C -0.78420 -7.00610 -2.03019 0.092 0.098 0.240
H 1.74573 4.07440 -2.93617 1.182 0.447 0.862
H 5.44158 -8.60396 0.66286 0.016 0.000 0.038
H -0.50341 13.78501 2.26612 -0.020 0.001 0.007
S -2.24458 7.35991 6.26637 -0.056 -0.103 0.013
H -1.43160 8.04052 8.39206 -0.014 0.011 -0.032
H 0.65265 -2.05037 -5.60554 -0.016 0.035 0.013
C 4.03682 -5.24046 3.85090 0.035 0.067 -0.047
H -0.74990 -2.02914 -0.45667 0.008 -0.015 0.023
H 2.25303 6.75086 0.23792 0.064 -0.009 0.049
H -0.84388 5.54349 5.56122 0.009 -0.007 -0.005
H 0.16964 -3.84941 0.99569 0.003 0.021 0.008
S 2.30540 -5.70860 3.89880 0.100 0.042 0.081
H -0.63108 8.91886 -0.03151 -0.003 -0.021 -0.007
H -2.80268 1.22903 3.76939 0.053 0.056 0.029
H 5.92087 -11.00732 3.57160 -0.014 0.023 0.013
C -0.84309 2.69302 -2.40960 -1.108 -4.755 -3.456
H -1.06676 3.05921 -6.05658 0.006 0.030 -0.069
C -0.38822 8.33681 0.86076 0.092 -0.012 -0.055
C -0.76335 -4.02085 1.53061 0.017 -0.027 -0.066
H -1.37895 -4.74377 0.99541 -0.014 0.034 -0.026
C 2.30213 5.75798 -1.68691 0.225 -0.362 0.531
H -0.34027 6.85668 7.62364 -0.010 0.003 -0.042
O -1.72670 -9.71752 -3.23664 -0.032 -0.090 -0.094
O -1.42072 -4.40193 -2.10886 0.004 -0.151 0.202
H -0.43341 -1.17555 -7.79950 -0.007 0.018 0.004
Ga 0.30635 5.00550 0.32836 1.032 0.783 0.828
H -0.61671 14.23065 0.53041 0.008 -0.042 -0.026
H -0.05847 -0.09962 4.19202 -0.011 -0.004 -0.021
O -0.87726 11.66681 -0.55781 0.007 0.054 -0.040
H -2.25044 -1.12206 -0.13487 0.009 0.013 0.033
H -0.20062 -12.12969 -2.65219 0.004 0.028 -0.015
P -1.28436 6.69893 0.85335 -0.488 -0.085 0.126
O 2.76307 3.29059 -1.40641 0.098 -0.219 0.125
H -3.71027 -11.56179 -4.00393 0.022 0.019 0.021
H 4.98542 -11.32697 2.08983 -0.005 0.000 0.010
C 4.47238 -8.68145 1.15540 -0.035 0.059 -0.045
H 3.46634 4.44214 -2.97393 0.056 -0.054 -0.065
H -0.68977 -7.86602 -2.69293 -0.044 0.068 0.040
H 0.72904 1.18541 5.15826 -0.004 0.035 -0.023
C 2.58811 4.36838 -2.32110 0.239 0.852 0.647
H 2.93846 5.12393 0.32895 0.086 0.040 0.012
C -1.13552 -12.28869 -3.18515 -0.002 -0.060 0.016
H -2.89408 7.73151 -0.71870 -0.105 -0.064 0.011
H -0.55310 -3.38150 -5.59936 -0.031 0.000 -0.009
```
Positions in Å, forces in eV/Å.

Its charge is -1. As for the spin multiplicity: 1. The calculation puts the gap between HOMO and LUMO at 4.30 eV. As for the electronic energy: -8172.0521 Ha. The largest force on an atom is 9.24 eV/Å. The calculation puts the LUMO energy at 0.0391 Eh.



C16H24O5 | the ωB97M-V functional and the def2-TZVPD basis

XYZ file:
```
45
Properties=species:S:1:pos:R:3:forces:R:3
H -5.09954 -2.55250 1.49810 -0.002 0.075 0.058
C 0.49641 3.61599 0.47196 0.073 -0.460 0.190
C -4.51181 -1.72359 1.10803 0.015 0.022 0.000
C -3.27335 0.10143 -0.84591 0.230 -0.269 0.099
C -1.01443 1.38649 -0.97717 0.484 -0.749 0.249
H -2.85452 -1.85029 -1.70514 0.034 0.054 0.203
H 6.46855 -1.59200 -1.18751 0.073 -0.023 -0.028
H -3.65770 -1.53625 1.76311 -0.064 -0.007 0.039
O -4.08286 -2.12320 -0.18297 0.012 -0.109 -0.073
C 3.56274 0.12182 -0.99838 -0.073 0.035 0.042
H 2.95364 0.81284 -1.55895 -0.039 0.091 -0.083
H 1.48253 4.02211 0.67835 0.069 0.076 0.012
H -2.05501 -3.59645 0.37405 0.075 0.004 0.007
H 0.55227 2.10585 2.01034 0.004 -0.020 -0.135
H 1.87803 0.25244 1.91831 -0.014 -0.036 -0.116
H 0.30365 3.69593 -0.59428 -0.024 0.065 -0.174
H -0.05826 1.38291 -1.49302 -0.054 0.031 -0.044
C 0.45091 2.15637 0.91319 -0.531 0.309 0.184
O -1.98477 2.20083 1.08931 -0.155 0.321 0.111
O 1.53736 1.49311 0.30322 0.203 -0.006 -0.133
O -1.83736 -1.55675 0.06186 -0.103 0.234 -0.011
H -0.24784 4.18781 1.01870 -0.046 0.078 0.004
H 3.60568 -1.47028 1.97711 -0.024 -0.015 0.121
H 5.72339 -2.31186 1.05176 0.050 -0.048 0.046
H 5.08044 -0.02605 -2.49558 0.024 0.029 -0.076
C -0.90297 1.49309 0.53864 0.531 -0.189 -0.049
H -5.13701 -0.82763 1.05763 0.015 -0.019 0.039
H -0.93921 0.48447 0.96795 0.033 0.147 -0.119
C 1.82854 0.21234 0.81896 -0.140 -0.170 0.102
C 4.75719 -0.34685 -1.51602 0.022 -0.007 -0.070
H -2.00241 0.32849 -2.62290 0.013 0.050 -0.023
C -3.00320 -1.40260 -0.70609 -0.052 0.257 -0.448
O -2.02408 2.14726 -1.58647 -0.555 1.380 -0.332
H -2.27724 2.83447 0.41625 -0.035 -0.127 0.095
H -3.33486 0.55521 0.14307 -0.066 0.014 -0.029
C 3.13872 -0.27784 0.26128 -0.068 0.092 0.059
C -2.16260 0.75212 -1.63250 0.051 -0.890 0.204
C 5.11791 -1.62955 0.47315 0.055 -0.086 0.026
C -1.31086 -2.86745 0.04186 -0.064 -0.106 -0.011
H -4.22540 0.23385 -1.36367 -0.024 -0.021 0.024
H -0.97641 -3.13267 -0.96738 0.019 -0.022 0.037
H -0.46210 -2.86916 0.72265 0.015 -0.085 -0.035
C 5.53652 -1.22543 -0.78320 0.086 -0.040 -0.021
C 3.92664 -1.15627 0.99381 -0.113 0.052 -0.032
H 1.03469 -0.50261 0.54451 0.060 0.089 0.092
```
Positions in Å, forces in eV/Å.

As for the spin multiplicity: 1. The calculation puts the gap between HOMO and LUMO at 9.92 eV. Its structure (SMILES) is COC(C[C@H]1O[C@H]1[C@H](O)[C@H](C)OCc1ccccc1)OC. As for the electronic energy: -1000.2005 Ha. The largest force on an atom is 1.52 eV/Å. The calculation puts the LUMO energy at 0.0281 Eh.



C5H12O2 | the ωB97M-V functional and the def2-TZVPD basis

XYZ file:
```
19
Properties=species:S:1:pos:R:3:forces:R:3
H 2.88465 0.07696 0.61480 -0.108 -0.015 0.109
C -1.69465 0.04220 -1.92079 0.000 -0.041 -0.032
O 0.21866 -1.46356 -0.19437 0.117 -0.088 0.139
C 2.15517 0.05704 1.43287 0.066 -0.018 0.008
H 0.05483 0.48596 1.78579 0.135 0.047 -0.065
H 0.71466 -1.73030 0.58764 -0.019 -0.016 -0.166
H -1.30857 1.47034 -0.34992 0.032 -0.136 -0.028
O -2.03633 -0.22177 0.47236 -0.029 -0.149 -0.026
H 0.85189 0.24954 -1.14397 -0.099 -0.046 0.125
H 2.55833 0.65366 2.25598 -0.049 -0.071 -0.094
H 2.09545 -0.97427 1.80812 0.011 0.168 -0.098
C -1.22328 0.38831 -0.51238 0.144 0.207 -0.187
H -1.76066 -1.15167 0.46503 -0.129 0.085 0.074
H -1.16784 0.64091 -2.67395 -0.065 -0.082 0.142
C 0.79954 0.60882 0.98894 -0.069 0.020 0.042
H -2.76796 0.23197 -2.00947 0.146 -0.013 0.002
C 0.23633 -0.03554 -0.27596 0.036 0.228 0.019
H -1.50696 -1.01599 -2.13440 -0.051 0.126 0.037
H 0.89674 1.68740 0.80369 -0.070 -0.207 -0.001
```
Positions in Å, forces in eV/Å.

As for the spin multiplicity: 1. The calculation puts the gap between HOMO and LUMO at 10.91 eV. Its structure (SMILES) is CC[C@@H](O)[C@@H](C)O. As for the electronic energy: -348.1836 Ha. The largest force on an atom is 0.31 eV/Å. The calculation puts the LUMO energy at 0.0313 Eh.



C2H12O3S2 | the ωB97M-V functional and the def2-TZVPD basis

XYZ file:
```
19
Properties=species:S:1:pos:R:3:forces:R:3
H -2.32837 -1.20864 -3.38436 -0.106 -0.143 -0.182
S 1.28750 -1.83209 1.92014 -0.661 -0.048 1.231
H -0.49876 0.44243 -2.57271 0.004 -0.005 -0.084
H -0.10003 -1.23687 3.80569 -0.131 -0.633 -0.141
H -1.54303 -2.45818 -3.83725 -0.224 -0.893 -0.738
H -0.48702 0.69269 1.52344 -0.077 0.253 -0.024
C -0.25451 0.47781 2.56473 -0.063 -0.965 -0.714
O -0.66951 1.39186 -2.55875 -0.435 -0.312 -0.173
O 2.18209 2.56630 -0.77575 -0.405 0.811 1.679
S 0.95367 -1.30434 -0.03132 0.348 0.317 -0.532
C -0.20925 -1.05565 2.73690 1.170 1.093 -0.515
O -1.50406 -1.69253 -3.29479 0.364 1.162 0.997
H 0.16606 1.79286 -2.33802 0.310 0.163 0.288
H -1.06862 0.85512 3.18129 0.221 0.314 0.114
H 2.12527 2.51088 -1.70689 0.394 -0.452 -1.330
H 2.67473 1.84009 -0.39581 0.069 -0.345 -0.399
H -0.35415 -1.20944 0.13439 -0.588 -0.140 -0.281
H 0.72264 0.91713 2.75427 -0.168 0.153 0.405
H -1.09464 -1.48941 2.27479 -0.022 -0.331 0.399
```
Positions in Å, forces in eV/Å.

As for the spin multiplicity: 1. The calculation puts the gap between HOMO and LUMO at 8.59 eV. Its structure (SMILES) is CCSS.O.O.O. As for the electronic energy: -1105.4634 Ha. The largest force on an atom is 1.91 eV/Å. The calculation puts the LUMO energy at 0.0149 Eh.



C22H24FN5S | the ωB97M-V functional and the def2-TZVPD basis

XYZ file:
```
53
Properties=species:S:1:pos:R:3:forces:R:3
C -2.09383 0.38159 -3.99567 -0.096 0.018 -0.075
H 1.75869 0.73110 5.70782 -0.064 0.089 0.048
C -2.59538 -0.22445 -5.13787 -0.014 0.086 0.084
H 3.27399 2.12992 1.59793 -0.012 -0.023 -0.009
C 1.30945 2.42533 2.41363 -0.118 -0.112 -0.460
H 2.21989 0.70990 1.47624 0.108 0.103 0.026
C -3.04411 -1.46276 -1.48552 0.006 -0.671 0.438
H 0.61051 1.91701 3.07350 0.065 0.072 0.082
C -0.40402 -0.23587 -6.11264 0.002 -0.036 -0.089
N 3.06348 1.07140 3.38721 0.079 -0.016 -0.020
C 2.42461 -0.14792 3.86049 -0.047 0.037 0.296
H 1.61398 3.37222 2.85509 -0.009 0.021 0.034
H 3.28528 -0.13605 5.85308 0.102 -0.002 0.106
S 0.40281 2.85214 0.89401 0.221 0.380 0.161
H -2.28610 -3.64715 1.04130 0.032 -0.090 0.105
H 4.80766 0.38755 4.25999 0.016 -0.050 -0.055
C 2.30596 -0.14883 5.38118 0.006 -0.112 -0.296
N -2.65143 -0.14931 -1.68804 -0.047 0.314 0.064
C -0.44739 1.36703 0.59512 -0.275 -0.213 -0.254
C 2.52289 1.54282 2.12950 -0.161 0.056 0.041
H 1.15431 0.60640 -4.90975 0.087 0.022 0.007
H -4.03476 0.55375 -3.06770 0.073 0.075 0.050
H 2.97679 -1.04266 3.52871 -0.081 0.033 -0.077
C -0.73804 0.67890 -3.92121 -0.011 0.009 -0.017
H 1.77506 -1.03791 5.71154 -0.031 -0.122 0.124
H -3.65005 -0.45019 -5.21067 -0.121 -0.023 0.012
N -0.90207 -0.76372 1.29575 -0.674 -1.035 -0.347
H 4.93878 0.60141 2.50684 -0.028 -0.066 0.091
H -2.15381 -0.99810 -7.08108 -0.026 -0.040 -0.074
H -4.77270 -4.19963 -2.39574 -0.057 -0.079 -0.041
C 0.10267 0.37023 -4.97468 0.056 0.020 0.045
H -0.34985 1.15934 -3.03481 0.064 0.060 0.093
C -3.55683 -4.01808 -0.65348 0.063 0.089 0.035
N -0.29311 0.37538 1.46925 0.517 0.550 0.486
H 6.17721 2.36096 3.77140 0.148 0.076 -0.024
C 5.09654 2.42222 3.66872 -0.001 -0.321 -0.039
C -1.66739 -0.89345 0.23213 0.200 0.928 -0.326
H -4.31694 -1.88814 -3.17119 -0.048 0.035 -0.117
H 0.25221 -0.47574 -6.93589 0.050 -0.020 -0.068
H 4.86737 3.09336 2.84510 -0.002 0.115 -0.090
C 4.51376 1.03258 3.43023 0.055 0.249 0.067
C -1.81720 0.19812 -0.68743 0.523 0.025 0.922
N -1.20034 1.35006 -0.51308 -0.154 -0.085 -0.216
H 1.42362 -0.20127 3.42913 0.036 -0.032 -0.064
C -2.71983 -3.25608 0.13622 -0.182 -0.066 -0.230
C -1.75384 -0.52933 -6.19423 0.023 -0.055 -0.109
C -4.13082 -3.54471 -1.82840 0.057 -0.092 0.160
F -3.83542 -5.28410 -0.27670 0.008 0.029 -0.010
C -2.98050 0.69443 -2.81561 0.095 0.094 -0.213
H 4.67771 2.84192 4.57906 -0.031 0.058 0.098
C -2.46389 -1.96213 -0.29272 -0.306 -0.254 -0.329
C -3.87758 -2.25472 -2.25810 0.046 0.091 0.017
H -2.81800 1.72525 -2.48799 -0.142 -0.113 -0.042
```
Positions in Å, forces in eV/Å.

As for the spin multiplicity: 1. The calculation puts the gap between HOMO and LUMO at 7.92 eV. Its structure (SMILES) is CCN(CC)CCSc1nnc2c3cc(F)ccc3n(Cc3ccccc3)c2n1. As for the electronic energy: -1624.5631 Ha. The largest force on an atom is 1.28 eV/Å. The calculation puts the LUMO energy at -0.0091 Eh.